1.
ORCA calculation (ωB97M-V with the def2-TZVPD basis set) on a 14-piece molecular cluster, C56H98N14 overall at a distorted geometry.

The geometry in XYZ format:
```
168
Properties=species:S:1:pos:R:3:forces:R:3
C 18.342 6.280 -19.925 1.3 -0.1 0.6
C 19.842 6.609 -19.655 -0.3 1.0 -0.1
C 20.391 6.329 -18.223 -0.7 -0.2 -0.3
C 19.660 7.038 -17.136 -1.0 0.8 1.7
N 19.126 7.581 -16.241 1.3 -1.4 -2.3
H 18.063 6.487 -20.958 0.1 0.1 0.1
H 17.724 6.877 -19.255 -0.1 -0.2 -0.1
H 18.195 5.215 -19.744 -0.3 0.0 0.1
H 19.990 7.675 -19.831 -0.1 0.2 0.0
H 20.471 6.151 -20.418 0.1 -0.4 0.3
H 21.443 6.590 -18.111 0.0 0.2 -0.2
H 20.335 5.253 -18.057 -0.1 -0.1 0.4
C 20.929 4.032 -13.794 -0.3 0.4 0.4
C 21.711 5.178 -14.466 -0.1 -1.2 0.0
C 23.070 5.442 -13.852 0.5 0.1 -0.2
C 24.031 4.311 -13.869 1.9 -2.1 0.7
N 24.852 3.468 -13.800 -2.5 2.4 -0.4
H 20.719 4.179 -12.735 0.1 0.6 0.1
H 21.417 3.057 -13.781 0.2 0.0 -0.6
H 19.944 3.959 -14.256 0.0 -0.2 -0.1
H 21.145 6.109 -14.462 0.0 0.0 0.1
H 21.872 4.907 -15.509 -0.1 0.0 -0.2
H 22.926 5.833 -12.845 0.3 -0.1 0.1
H 23.560 6.216 -14.443 0.0 0.2 0.1
C 14.007 10.836 -13.393 0.9 -0.3 -0.2
C 14.259 11.545 -14.708 -0.1 -0.1 -0.7
C 15.423 11.047 -15.664 0.4 1.2 1.8
C 16.782 11.125 -15.017 -0.2 -0.6 0.2
N 17.828 11.117 -14.525 -0.9 0.2 -0.5
H 13.834 9.778 -13.591 -0.2 0.0 0.2
H 13.156 11.281 -12.877 0.1 -0.1 0.0
H 14.889 10.917 -12.757 0.0 0.0 0.3
H 14.364 12.618 -14.550 0.3 0.1 0.0
H 13.328 11.435 -15.263 0.1 0.1 -0.4
H 15.507 11.813 -16.435 -0.3 -0.5 -0.6
H 15.270 10.026 -16.012 0.0 0.2 -0.2
C 14.113 5.524 -10.254 -0.2 -0.6 0.2
C 14.916 4.193 -10.328 -1.2 1.0 0.4
C 15.764 4.029 -9.067 0.3 0.0 0.2
C 15.050 3.905 -7.767 -1.0 -0.2 0.8
N 14.495 3.816 -6.747 0.7 0.3 -2.1
H 13.382 5.537 -9.445 0.1 -0.3 0.3
H 13.500 5.657 -11.145 0.3 0.2 -0.3
H 14.751 6.384 -10.055 0.1 0.0 -0.3
H 15.525 4.210 -11.232 0.3 -0.1 0.2
H 14.189 3.391 -10.450 0.1 -0.2 0.1
H 16.384 4.921 -8.983 0.2 0.0 0.0
H 16.459 3.195 -9.164 0.0 -0.1 0.0
C 16.926 8.598 -8.899 0.2 -0.8 0.1
C 17.883 7.699 -8.083 0.3 0.6 -0.4
C 19.336 7.698 -8.624 -0.2 0.1 0.4
C 19.839 9.052 -8.964 0.4 0.2 -0.3
N 20.251 10.099 -9.238 -0.5 -1.1 0.3
H 17.403 9.564 -9.061 -0.4 0.1 0.2
H 15.948 8.655 -8.420 0.1 0.4 0.3
H 16.688 8.195 -9.883 0.4 -0.2 -0.2
H 17.560 6.660 -8.020 -0.1 0.0 -0.1
H 17.950 8.072 -7.061 -0.2 0.1 0.1
H 19.451 7.001 -9.455 0.0 0.3 -0.4
H 19.973 7.287 -7.841 0.2 0.1 0.0
C 13.799 -0.116 -13.857 0.5 0.5 0.4
C 15.199 0.511 -13.594 -0.1 -1.3 -0.8
C 15.616 1.478 -14.738 0.5 1.2 1.1
C 15.423 2.906 -14.321 0.2 -2.7 -1.0
N 15.292 3.990 -14.015 -0.2 1.9 0.5
H 13.451 -0.733 -13.028 0.0 0.2 0.1
H 13.789 -0.770 -14.728 0.3 0.2 -0.1
H 13.086 0.688 -14.036 -0.2 -0.1 0.1
H 15.934 -0.293 -13.560 0.0 -0.2 -0.4
H 15.349 0.909 -12.590 -0.6 0.7 -0.2
H 15.160 1.336 -15.718 -0.4 -0.3 0.3
H 16.685 1.391 -14.932 0.1 -0.1 0.1
C 23.373 9.565 -14.758 0.0 -0.4 0.6
C 21.910 9.763 -15.127 0.2 0.5 0.6
C 20.988 10.019 -13.881 0.4 -1.5 -0.4
C 21.131 8.890 -12.893 -0.2 0.6 -0.1
N 21.152 7.991 -12.168 0.1 0.4 -0.5
H 23.728 10.323 -14.059 0.1 0.4 -0.4
H 23.987 9.489 -15.656 0.1 0.3 0.1
H 23.525 8.649 -14.187 -0.1 -0.3 -0.1
H 21.598 8.910 -15.729 -0.4 0.1 0.2
H 21.878 10.657 -15.751 -0.4 0.0 -0.1
H 19.934 9.998 -14.158 0.0 0.1 -0.2
H 21.180 10.997 -13.439 0.2 -0.2 0.2
C 16.038 5.491 -17.255 -0.6 0.5 0.1
C 15.633 6.989 -17.176 0.8 -0.3 0.2
C 14.546 7.418 -18.141 0.0 -0.2 0.0
C 14.922 7.190 -19.533 -0.2 -0.2 -2.3
N 15.138 7.105 -20.676 -0.2 0.0 2.1
H 15.172 4.830 -17.214 -0.2 0.0 0.2
H 16.678 5.241 -16.409 0.0 0.1 -0.1
H 16.529 5.225 -18.191 0.2 0.3 0.1
H 16.526 7.585 -17.362 0.1 0.1 0.0
H 15.308 7.252 -16.170 -0.1 -0.2 0.1
H 14.311 8.481 -18.086 0.1 0.1 0.3
H 13.633 6.883 -17.878 -0.2 -0.1 -0.4
C 15.903 7.526 -12.736 -0.1 -0.4 -0.4
C 17.316 7.700 -13.263 0.8 -0.1 0.6
C 18.222 6.428 -13.244 -0.5 -0.4 0.3
C 18.285 5.631 -12.005 -0.3 -1.0 2.3
N 18.322 4.932 -11.064 0.0 1.6 -2.1
H 15.374 8.475 -12.650 0.2 0.1 0.0
H 15.892 7.050 -11.756 0.0 0.0 0.0
H 15.326 6.909 -13.425 -0.1 -0.2 0.1
H 17.818 8.451 -12.653 0.2 0.1 0.0
H 17.338 8.085 -14.283 0.0 -0.1 0.0
H 19.265 6.637 -13.481 -0.2 0.3 -0.3
H 17.838 5.672 -13.931 0.0 0.1 -0.5
C 10.652 4.859 -13.300 -0.1 0.8 -0.9
C 11.849 4.381 -14.141 -0.3 -0.6 1.2
C 12.211 5.180 -15.355 0.0 1.4 -0.8
C 12.630 6.587 -15.110 -1.4 -3.5 -0.3
N 12.899 7.668 -14.955 0.9 3.0 0.4
H 9.782 4.996 -13.942 -0.2 -0.1 -0.2
H 10.829 5.852 -12.886 0.1 -0.1 0.3
H 10.342 4.160 -12.523 0.4 0.0 0.0
H 11.546 3.399 -14.506 0.5 -0.3 0.1
H 12.723 4.337 -13.491 0.0 -0.5 -0.1
H 11.350 5.206 -16.022 -0.1 0.3 -0.1
H 13.021 4.785 -15.968 0.1 -0.5 0.3
C 18.707 3.746 -7.277 0.0 -0.5 -0.8
C 19.234 4.433 -6.058 -1.5 -0.1 1.6
C 18.652 3.722 -4.744 1.5 0.3 -0.9
C 17.226 3.452 -4.725 -3.8 -0.5 0.6
N 16.074 3.215 -4.605 3.9 0.6 -0.2
H 17.630 3.579 -7.249 0.0 0.0 0.4
H 19.174 2.767 -7.387 0.0 -0.1 -0.2
H 18.859 4.310 -8.197 0.3 0.1 -0.1
H 18.847 5.452 -6.043 0.2 0.2 0.1
H 20.321 4.474 -5.997 -0.1 -0.1 0.0
H 18.952 4.285 -3.860 -0.3 0.2 0.0
H 19.153 2.761 -4.620 0.0 -0.2 -0.1
C 18.455 3.242 -16.817 0.4 0.4 -1.0
C 19.597 2.290 -16.453 -1.3 -0.2 0.7
C 19.518 0.944 -17.167 -0.9 -1.2 -0.3
C 18.158 0.262 -17.140 0.7 1.0 -0.3
N 17.146 -0.285 -17.093 0.4 0.2 0.0
H 18.619 4.256 -16.453 0.0 -0.1 0.5
H 17.424 2.951 -16.614 0.2 -0.3 0.4
H 18.498 3.387 -17.896 -0.2 -0.1 -0.3
H 19.531 2.041 -15.394 0.4 0.4 0.2
H 20.522 2.824 -16.674 0.2 -0.4 0.1
H 20.095 0.150 -16.692 0.6 0.4 0.2
H 19.887 1.015 -18.190 -0.3 -0.1 -0.1
C 17.843 11.360 -11.247 -0.1 0.5 -0.4
C 18.266 12.811 -11.515 -0.1 -1.3 0.1
C 17.068 13.682 -11.877 0.1 0.1 0.2
C 15.909 13.511 -11.012 -1.1 0.0 1.8
N 14.973 13.398 -10.337 1.0 0.1 -0.9
H 18.745 10.760 -11.134 -0.3 -0.2 0.6
H 17.275 10.923 -12.069 0.1 0.2 -0.3
H 17.141 11.379 -10.413 0.4 -0.5 0.4
H 19.054 12.793 -12.268 -0.3 0.4 -0.4
H 18.757 13.189 -10.618 -0.2 0.1 0.1
H 16.577 13.419 -12.814 0.9 0.3 -0.7
H 17.401 14.715 -11.778 -0.4 0.2 -0.6
C 22.583 2.576 -9.234 0.2 -0.9 0.4
C 22.584 3.488 -10.412 -0.1 0.8 -0.6
C 21.752 4.744 -10.140 -0.2 0.3 0.0
C 22.218 5.473 -8.958 0.6 0.8 1.1
N 22.631 6.006 -8.011 -0.7 -0.7 -1.3
H 22.770 3.109 -8.302 -0.1 0.0 0.0
H 23.394 1.853 -9.327 -0.1 -0.2 0.0
H 21.644 2.026 -9.178 0.0 0.0 0.3
H 22.115 3.034 -11.285 0.2 -0.3 0.0
H 23.616 3.724 -10.674 -0.1 0.3 -0.1
H 20.709 4.471 -9.980 -0.1 -0.2 0.2
H 21.679 5.432 -10.982 0.3 0.1 0.0
```
Forces are in eV/Å.

- total energy (hartree) = -2959.04406
- charge = 0


2.
ORCA calculation (ωB97M-V with the def2-TZVPD basis set) on a 2-piece molecular cluster, C10H10ClNO4S overall at a distorted geometry.

The geometry in XYZ format:
```
27
Properties=species:S:1:pos:R:3:forces:R:3
O 5.319 3.378 1.274 -3.8 -1.5 -3.9
C 4.476 3.060 0.406 2.2 1.8 2.8
Cl 4.593 1.404 -0.422 -0.3 1.6 0.6
C 3.242 4.001 -0.041 -0.4 -1.2 -0.6
C 1.889 3.206 0.291 -0.2 -1.3 2.9
C 1.726 2.600 1.581 -1.0 0.7 -3.5
C 0.334 1.796 1.771 -1.0 0.0 1.6
O -0.367 1.849 2.806 2.7 -0.3 -3.6
C -0.119 0.940 0.471 1.2 1.5 -2.9
S -0.824 -0.772 0.593 0.8 0.5 0.0
C 0.039 1.553 -0.817 0.3 -0.4 3.2
C 0.708 3.027 -0.803 -0.6 1.2 -0.9
O 0.336 3.971 -1.540 1.6 -3.4 2.5
H 3.274 4.131 -1.183 0.1 -0.1 1.7
H 3.323 5.014 0.483 -0.1 -1.6 -0.7
H 2.527 2.656 2.389 -1.4 0.0 -1.0
H 0.246 -1.613 0.233 -0.8 1.3 0.3
H -0.262 1.020 -1.790 0.4 1.2 1.7
C -4.258 -3.915 -0.466 -0.2 -0.1 -0.1
C -2.845 -4.427 -0.402 0.4 0.0 0.1
N -2.608 -5.605 -1.040 0.1 -0.2 -0.1
O -1.951 -3.837 0.182 -0.2 0.0 -0.1
H -4.260 -2.936 -0.948 0.0 0.0 0.2
H -4.650 -3.825 0.548 0.1 0.1 -0.1
H -4.907 -4.585 -1.034 0.0 0.1 0.1
H -3.313 -6.125 -1.533 0.0 0.2 0.1
H -1.668 -5.968 -1.010 -0.1 0.0 0.0
```
Forces are in eV/Å.

- total energy (hartree) = -1601.03620
- charge = 0
- SMILES string = O=C(Cl)CC1=CC(=O)C(S)=CC1=O.CC(N)=O


3.
ORCA calculation (ωB97M-V with the def2-TZVPD basis set) on a 8-piece molecular cluster, C32H64O16 overall at a distorted geometry.

The geometry in XYZ format:
```
112
Properties=species:S:1:pos:R:3:forces:R:3
O 12.725 -5.421 10.284 -0.1 0.6 -1.4
C 13.636 -5.903 10.869 -0.9 -1.5 1.5
C 14.680 -6.984 10.410 -0.8 2.2 -0.9
C 15.513 -7.245 11.643 -0.7 0.2 0.3
C 14.670 -6.576 12.778 0.5 -0.3 0.3
O 13.639 -5.744 12.235 1.6 -0.7 -1.2
H 14.089 -7.835 10.093 -0.1 -0.1 -0.2
H 15.136 -6.482 9.500 0.0 -1.1 1.1
H 15.759 -8.310 11.813 -0.4 0.6 0.0
H 16.425 -6.711 11.566 1.1 0.4 -0.1
H 14.210 -7.283 13.417 -0.8 -1.0 0.4
H 15.240 -5.990 13.471 0.6 0.6 0.0
O 7.578 -3.028 15.206 -1.1 -3.2 0.1
C 7.798 -1.930 14.873 1.0 2.2 1.5
C 6.956 -0.714 15.210 2.3 0.5 -1.4
C 8.046 0.403 15.155 -0.8 0.3 0.0
C 9.041 -0.128 14.155 0.0 -1.5 -0.5
O 9.020 -1.594 14.435 0.2 1.7 -1.6
H 6.177 -0.702 14.494 -0.7 0.7 -1.2
H 6.436 -0.806 16.107 -0.4 -0.4 1.8
H 7.666 1.339 14.729 0.0 0.1 0.8
H 8.545 0.512 16.161 -0.7 0.1 -1.1
H 8.821 0.053 13.073 -0.4 -0.3 0.8
H 10.042 0.258 14.271 0.4 -0.2 0.5
O 14.389 -9.139 19.871 -0.3 -2.5 3.8
C 14.438 -8.317 19.065 -0.5 2.4 -3.2
C 14.972 -8.495 17.685 0.7 -0.7 0.6
C 14.224 -7.438 16.915 1.1 -1.2 -2.1
C 14.142 -6.355 17.902 -0.5 1.2 1.5
O 13.943 -7.049 19.161 -0.1 -0.2 0.7
H 16.034 -8.243 17.860 -0.1 -0.1 -0.7
H 14.881 -9.569 17.438 0.1 0.7 -0.3
H 14.760 -7.206 15.980 -0.5 0.3 0.4
H 13.218 -7.797 16.668 0.2 0.1 -0.1
H 14.981 -5.678 18.080 0.4 -0.4 -0.6
H 13.288 -5.717 17.756 -0.4 0.2 -0.1
O 13.519 -4.815 15.156 0.4 0.6 0.2
C 12.450 -4.996 14.666 -2.3 -1.2 -0.7
C 11.354 -4.043 14.069 2.6 -1.7 -1.4
C 10.107 -4.924 13.970 0.8 -0.4 -0.8
C 10.746 -6.364 13.786 -1.0 0.6 1.2
O 11.976 -6.300 14.530 0.4 0.6 0.3
H 11.373 -3.165 14.671 -0.5 0.8 0.2
H 11.841 -3.876 13.032 -1.0 0.2 1.4
H 9.594 -4.903 14.925 -0.4 0.1 -0.1
H 9.444 -4.586 13.134 0.5 -0.5 0.9
H 10.114 -7.186 14.203 0.6 0.8 -0.2
H 10.993 -6.626 12.778 0.1 0.1 -0.8
C 13.263 2.179 16.313 -1.3 -1.8 0.4
O 12.141 1.497 16.945 1.4 -0.1 -0.1
C 12.207 0.113 16.592 -1.9 0.7 -0.7
C 11.179 -0.681 17.406 -0.3 0.3 0.9
O 10.747 -1.765 16.647 0.8 1.3 -2.0
C 10.400 -2.894 17.304 -1.1 -2.0 1.4
H 14.175 1.598 16.414 0.2 -0.1 0.3
H 13.373 3.113 16.800 0.0 1.0 0.1
H 13.041 2.208 15.257 0.0 0.6 -0.5
H 13.193 -0.298 16.743 0.4 -0.1 0.1
H 11.909 0.039 15.514 0.4 -0.2 0.6
H 10.297 -0.100 17.801 0.7 0.0 -0.7
H 11.651 -1.073 18.292 0.5 -0.1 0.6
H 9.462 -2.728 17.896 0.6 -0.3 -0.1
H 11.200 -3.291 17.982 -0.5 0.4 -0.4
H 10.146 -3.669 16.552 0.2 0.4 0.4
C 10.261 -10.637 14.275 1.3 1.1 1.8
O 9.369 -9.548 14.396 -0.2 -1.1 0.1
C 8.151 -9.775 13.682 1.8 -0.5 -1.1
C 7.290 -8.667 14.087 -2.0 1.4 1.5
O 7.782 -7.350 13.871 -0.4 -0.6 0.4
C 7.388 -6.689 12.684 1.5 -0.3 0.4
H 11.223 -10.285 14.765 -0.9 -0.4 -1.0
H 10.402 -10.999 13.274 0.2 0.1 -0.8
H 9.951 -11.471 14.883 -0.5 -0.5 0.3
H 7.622 -10.751 13.868 0.7 0.7 0.2
H 8.517 -9.761 12.620 -1.0 0.0 0.4
H 7.135 -8.717 15.196 0.5 -0.2 -0.7
H 6.253 -8.813 13.739 0.3 0.3 -0.5
H 7.307 -5.628 12.956 0.1 -0.3 -0.5
H 6.474 -7.076 12.316 -1.2 -0.2 -0.3
H 8.159 -6.928 11.930 -0.2 0.7 -0.1
C 7.347 -5.371 17.556 0.6 1.0 -2.8
O 8.560 -5.896 18.010 -0.1 0.1 1.0
C 9.122 -6.868 17.205 1.1 -1.2 -1.6
C 10.293 -7.517 17.937 -0.3 -0.5 -0.6
O 9.750 -8.495 18.806 0.3 -0.4 -0.2
C 10.727 -9.146 19.617 -0.2 0.1 -1.8
H 6.958 -4.654 18.242 0.4 1.0 0.6
H 6.485 -6.020 17.479 0.2 -1.2 -0.3
H 7.580 -4.911 16.511 -1.0 -0.5 1.7
H 9.484 -6.542 16.175 -0.5 0.3 1.2
H 8.427 -7.677 16.990 -0.4 -0.1 0.0
H 10.756 -6.733 18.491 0.7 0.7 0.8
H 11.096 -7.931 17.252 -1.0 0.1 0.4
H 10.216 -9.929 20.154 -0.1 0.1 0.5
H 11.203 -8.386 20.200 0.5 0.1 0.9
H 11.493 -9.639 18.984 -0.2 0.2 0.2
C 12.217 -4.538 20.699 0.6 0.8 -1.7
O 12.749 -3.372 19.952 -1.5 -1.3 1.0
C 13.736 -2.708 20.682 -0.4 -1.3 0.8
C 14.154 -1.472 19.932 2.7 -1.3 0.3
O 14.221 -1.558 18.530 -0.5 -0.3 -0.1
C 14.910 -2.683 17.972 -0.2 1.9 0.3
H 13.103 -5.047 21.083 -0.3 -0.6 -0.1
H 11.628 -5.110 19.951 0.7 0.1 0.6
H 11.546 -4.303 21.521 0.0 0.6 0.1
H 14.592 -3.424 20.890 -0.5 0.7 -0.5
H 13.367 -2.467 21.713 0.2 0.3 -0.6
H 15.179 -1.376 20.413 -0.6 0.9 -0.7
H 13.550 -0.636 20.105 -0.9 1.2 0.6
H 14.627 -2.724 16.929 -0.1 -0.2 -0.2
H 14.657 -3.561 18.500 -0.3 -1.1 0.3
H 15.950 -2.438 18.069 0.9 -0.4 -0.1
```
Forces are in eV/Å.

- total energy (hartree) = -2461.30338
- charge = 0
- SMILES string = O=C1CCCO1.O=C1CCCO1.O=C1CCCO1.O=C1CCCO1.COCCOC.COCCOC.COCCOC.COCCOC


Number 1: HOMO -10.38 eV, frontier orbital gap 10.24 eV. Number 2: HOMO -9.46 eV, frontier orbital gap 8.15 eV. Number 3: HOMO -9.03 eV, frontier orbital gap 9.56 eV.